This record from the Open Molecules 2025 dataset describes 16 unconnected molecules or ions with the total composition C64H112N16. The level of theory is ωB97M-V with the def2-TZVPD basis set.

Calculated values
Strongest force on any atom: 4.87 eV Å⁻¹
Gap between HOMO and LUMO: 11.317 eV
Total charge: 0
E: -92023.331 eV

Element x y z (Å)
H1 -4.79 2.88 -0.80
H2 2.94 -5.93 -1.91
C1 -1.66 1.77 4.79
N1 0.83 -1.72 -3.71
C2 0.46 6.13 1.65
H3 0.53 1.38 -3.71
H4 3.89 2.32 -7.02
H5 3.24 -5.31 1.06
C3 6.12 -3.70 1.26
H6 -0.16 2.52 6.08
C4 -4.32 -0.45 3.30
H7 -0.27 6.43 2.39
N2 -0.15 7.30 -6.02
H8 3.93 3.50 2.78
H9 -1.20 -5.01 0.48
H10 -3.39 2.77 -1.81
H11 -0.17 3.37 1.46
H12 1.36 -3.83 6.91
H13 -1.82 4.68 -2.88
H14 2.89 -3.02 5.41
H15 4.51 -5.22 -0.21
C5 6.15 -2.29 1.83
H16 4.90 2.98 -5.68
H17 -0.23 2.07 -5.14
H18 -2.02 -2.41 -2.76
C6 1.14 4.84 2.22
H19 -5.69 -1.92 2.42
C7 1.73 -5.49 5.62
N3 -1.28 -1.70 5.32
H20 -2.79 -5.63 2.45
H21 -9.29 -0.13 -1.11
H22 -0.66 4.69 -4.15
H23 3.40 3.12 0.25
H24 1.57 -2.02 5.30
H25 1.90 4.43 1.53
H26 -2.04 -1.25 -4.92
H27 1.57 -5.95 -0.77
H28 0.24 0.73 2.02
C8 -0.06 0.82 -0.62
C9 -1.63 5.01 -3.90
H29 -1.09 -0.38 2.08
H30 0.36 -2.20 0.88
N4 -2.70 -2.32 1.08
C10 3.46 5.10 -4.15
H31 -2.80 1.14 0.06
H32 5.27 -1.66 1.57
C11 4.49 2.83 2.10
C12 -2.20 -3.00 1.87
H33 2.60 2.05 1.39
C13 5.47 0.16 -7.50
H34 0.58 2.98 3.06
H35 4.32 0.97 -4.26
C14 2.57 5.24 -1.36
H36 -1.37 1.45 6.93
H37 0.18 -5.45 1.57
C15 7.15 -4.69 1.88
C16 1.75 4.58 -2.34
H38 5.28 3.45 1.74
H39 3.18 -3.46 -1.65
H40 -5.24 -1.52 4.85
H41 2.79 -5.50 5.92
H42 6.90 -5.72 1.60
H43 4.07 1.48 0.44
H44 -7.34 -1.83 -2.80
N5 8.39 -1.12 1.14
C17 -4.73 -0.59 4.77
C18 3.59 -5.74 0.10
H45 1.51 -3.80 -1.92
H46 0.74 4.61 -2.01
C19 2.52 -5.48 -0.97
H47 6.27 -3.67 0.16
H48 -4.04 -3.75 -2.81
N6 4.23 -8.18 0.75
H49 2.06 -3.61 -0.23
H50 -0.57 -4.00 -3.87
N7 -0.71 5.75 -0.68
N8 2.07 -3.35 2.46
H51 -1.26 -3.47 -1.52
H52 -0.65 2.66 -3.49
H53 0.83 0.20 6.56
C20 5.75 1.30 -6.59
H54 0.10 -4.05 5.66
H55 1.53 6.09 -4.00
C21 -0.68 -0.74 5.47
C22 -3.45 -5.07 -1.25
C23 -1.21 -0.55 -4.86
C24 0.11 3.75 2.46
C25 -0.15 -0.64 -0.48
C26 -0.41 1.79 -4.10
C27 3.83 0.88 3.56
H56 -0.81 4.09 2.89
H57 -9.04 -1.85 -0.92
H58 -3.96 0.55 3.09
C28 -5.68 0.46 5.13
N9 -4.17 5.89 -1.60
C29 -8.99 -1.02 -1.66
H59 5.38 0.80 2.33
H60 3.43 0.35 -5.62
H61 -2.11 -3.62 3.88
C30 -0.82 7.05 -5.13
H62 7.03 -4.73 3.00
H63 -3.67 4.74 -4.53
C31 4.95 1.62 2.93
C32 3.58 2.31 0.99
H64 -6.90 -0.10 -0.26
H65 -3.53 -1.18 3.18
C33 -0.79 1.62 6.02
C34 3.90 -7.11 0.43
N10 -6.37 1.36 5.34
H66 0.16 -1.17 -1.37
N11 -3.44 -6.12 -0.72
H67 6.32 0.94 -5.76
H68 -1.27 -5.78 3.48
H69 1.58 -1.00 0.78
H70 3.66 5.18 -5.23
N12 0.07 1.96 -0.72
H71 -0.91 -0.13 -5.83
H72 1.26 -6.18 6.25
C35 0.13 0.47 5.75
C36 1.16 -4.08 5.84
H73 -1.07 2.01 3.89
H74 6.53 1.88 -7.10
C37 -1.62 -3.84 2.91
C38 3.74 1.26 -5.15
H75 1.51 4.38 -4.44
H76 -3.86 -0.57 5.42
N13 3.21 5.76 -0.50
C39 -1.55 -4.31 -3.50
C40 -1.71 -5.34 2.56
H77 -5.07 -0.75 1.34
C41 -3.84 3.36 -1.00
H78 -2.21 -4.17 -4.35
C42 -5.45 -0.85 2.32
H79 5.13 -4.07 1.50
C43 1.97 -3.14 3.58
H80 2.01 3.54 -2.34
H81 -2.63 5.00 -5.88
C44 -5.22 -0.62 -1.37
C45 -0.22 5.92 0.35
H82 0.46 -0.80 2.92
C46 -1.94 -3.40 -2.34
C47 -0.03 -1.16 -4.26
C48 -2.68 4.51 -4.90
N14 5.17 -0.68 -8.24
H83 -2.53 3.42 -5.07
C49 -2.99 3.23 0.26
H84 1.57 -5.81 4.58
C50 -4.01 4.76 -1.40
H85 -1.19 6.91 -2.95
H86 -7.44 -0.14 -2.83
C51 -1.57 0.78 -4.08
C52 -1.58 6.55 -3.91
H87 -4.20 1.56 0.98
H88 -6.56 -1.79 -0.34
N15 3.01 0.22 4.04
N16 -4.19 -0.34 -1.87
H89 1.20 6.89 1.47
H90 0.73 0.63 4.85
H91 -1.93 0.61 -3.10
H92 5.67 1.90 3.70
H93 2.89 1.81 -4.76
H94 -3.43 3.94 1.00
H95 3.98 5.89 -3.62
H96 1.60 5.15 3.15
C53 -3.17 1.83 0.82
C54 1.97 5.10 -3.79
C55 -0.87 -5.60 1.31
H97 -2.48 1.16 -4.60
C56 4.53 2.06 -6.18
H98 -2.26 0.88 4.56
C57 2.33 -4.00 -1.21
C58 0.01 -0.32 2.04
C59 -6.58 -0.88 -0.93
C60 -3.35 -3.73 -1.90
H99 -9.64 -1.21 -2.51
H100 -2.61 6.99 -3.94
H101 -2.43 2.58 4.87
C61 7.40 -1.56 1.45
C62 -7.57 -1.00 -2.14
H102 -6.34 -0.22 2.47
C63 0.50 -1.11 0.82
H103 -0.90 -6.63 1.00
H104 6.20 -2.41 2.92
C64 1.89 -3.02 5.03
H105 -3.78 -3.06 -1.18
H106 8.17 -4.40 1.55
H107 -1.94 3.45 0.10
H108 -1.21 -0.83 -0.33
H109 3.87 4.11 -3.91
H110 -0.57 -3.60 3.03
H111 -2.57 1.72 1.72
H112 -1.48 -5.35 -3.21